1.
22
Properties=species:S:1:pos:R:3:forces:R:3:mulliken_charge:R:1 method="wB97M-V/def2-TZVPD" lumo_ev=-3.35 relative_energy_ev=2.1371 total_charge=+1 multiplicity=1 homo_energy_ha=-0.47090
O 1.1896 -4.2827 0.4533 -0.5 0.4 -0.2 -0.645
O 1.6574 0.3673 -3.5360 -0.2 -0.4 -0.8 -0.626
N -0.3815 1.0240 -0.1592 0.5 1.5 -1.2 -0.299
N -1.6959 -0.3974 1.6893 -0.8 -0.7 1.1 -0.283
C -0.4824 2.1671 -1.1387 -2.9 -0.5 0.1 -0.921
C 0.1738 1.2645 1.1458 -1.7 -0.9 0.8 -0.454
C -0.8572 0.6926 2.2408 2.6 0.5 -1.0 -0.646
H -1.4762 1.4602 2.6913 -0.3 -0.1 -0.2 0.415
H -2.2996 -0.1271 0.9087 0.3 0.5 -0.1 0.348
H 0.0302 0.3235 -0.7641 0.5 -0.4 0.9 0.234
H -0.6832 3.1673 -0.7510 1.0 -0.1 0.6 0.351
H 0.1853 2.3092 1.4504 0.6 0.2 -0.7 0.299
H 1.1109 0.7572 1.3481 0.3 0.2 -0.2 0.382
H -2.2825 -0.6687 2.4841 -0.3 -0.3 -0.3 0.377
H 1.3910 -3.9637 -0.4324 0.1 -0.1 0.0 0.321
H 0.1452 2.1552 -2.0271 0.5 -0.1 0.5 0.198
H 2.0624 -0.4836 -3.7480 0.2 0.0 0.4 0.311
H 1.3046 0.5816 -4.4169 0.0 0.4 0.5 0.323
H -0.1319 0.3073 2.9597 -0.9 -0.4 0.5 0.328
H 2.0352 -4.4582 0.8563 0.4 -0.2 0.2 0.327
H -1.2227 -1.2569 1.3979 0.5 0.3 0.0 0.303
H -1.5076 1.9532 -1.4636 0.2 0.3 -1.0 0.356

---

2.
22
Properties=species:S:1:pos:R:3:forces:R:3:mulliken_charge:R:1 method="wB97M-V/def2-TZVPD" lumo_ev=-2.98 relative_energy_ev=1.2130 total_charge=+1 multiplicity=1 homo_energy_ha=-0.47983
O 2.0976 -1.6113 -1.6965 -0.8 -0.1 0.0 -0.619
O 3.3541 0.2860 0.3263 -0.1 0.1 0.1 -0.582
N 0.2960 -0.4431 -0.3699 1.1 0.0 -0.6 -0.300
N -1.8751 1.0056 -0.0077 -0.4 0.2 1.2 -0.364
C -3.3228 1.3234 -0.1415 0.7 -0.1 -1.9 -0.899
C -0.1651 -0.4311 1.0787 -0.4 0.1 -1.5 -0.505
C -1.6054 0.1057 1.1438 -0.8 -0.9 -0.5 -0.633
H 2.8903 -1.1450 -1.9495 0.5 -0.4 -0.2 0.296
H -1.4196 1.8758 0.2519 0.1 0.1 -0.4 0.218
H -0.4245 -0.3630 -1.0954 -0.4 0.5 0.7 0.391
H 0.5248 0.2877 1.5363 -0.1 -0.9 0.5 0.296
H 0.9266 0.3607 -0.4410 -0.3 0.0 -0.5 0.353
H -1.8121 0.5205 2.1185 0.3 0.7 0.4 0.402
H -3.5334 1.6941 -1.1690 0.5 0.1 0.6 0.304
H 4.1916 0.0581 -0.0894 0.1 0.0 0.0 0.298
H 3.6102 0.8670 1.0541 0.0 -0.1 -0.1 0.298
H -3.6862 2.0959 0.5291 -0.3 -0.5 0.5 0.297
H 0.9626 -1.1959 -0.7634 -0.5 0.7 1.1 0.317
H -2.3223 -0.7408 1.1697 0.4 0.3 -0.7 0.428
H -3.8125 0.3634 -0.1877 -0.7 -0.1 0.8 0.345
H 2.1356 -2.5654 -1.7377 0.8 -0.2 -0.4 0.318
H -0.1146 -1.4852 1.3459 0.2 0.4 0.9 0.340

---

3.
23
Properties=species:S:1:pos:R:3:forces:R:3:mulliken_charge:R:1 method="wB97M-V/def2-TZVPD" lumo_ev=-2.75 relative_energy_ev=1.1438 total_charge=+1 multiplicity=1 homo_energy_ha=-0.53077
O -2.3967 1.5039 -2.2598 -1.2 -0.2 0.8 -0.659
O -2.3461 -0.4945 0.6584 0.5 0.4 0.0 -0.524
O 1.6830 2.0675 -0.1195 1.6 0.8 -0.4 -0.661
N -0.2079 0.5442 -0.3787 -1.4 -0.5 -0.2 -0.245
N 2.4555 -0.6260 0.2287 -0.1 -0.4 0.7 -0.653
C 0.0539 -0.3459 0.7758 -1.4 -2.0 -0.1 0.091
C 1.1771 -1.3283 0.4330 0.5 0.6 -1.0 -0.898
C -1.1804 -1.2427 1.0431 -1.4 0.6 -0.7 -0.764
H -0.2256 0.0297 -1.2572 0.2 -0.1 -0.1 0.331
H -3.3480 1.4987 -1.9959 0.8 -0.4 -0.6 0.345
H 0.5015 1.3018 -0.3980 0.3 0.4 -0.4 0.426
H -1.1276 1.0011 -0.3836 -0.2 -0.5 0.5 0.349
H 2.1711 1.2174 -0.1267 0.3 -0.2 0.1 0.427
H 1.0461 -1.8156 -0.5470 -0.8 0.4 0.1 0.445
H 2.2276 2.6059 -0.7216 -0.5 0.2 0.3 0.390
H -3.0894 -1.0748 0.4921 -0.1 -0.2 0.1 0.316
H 1.1536 -2.1973 1.0844 0.3 0.2 0.8 0.408
H 3.1338 -1.3371 -0.0320 0.2 0.4 -0.1 0.251
H -1.1502 -2.1323 0.4087 0.2 -0.2 0.3 0.419
H 0.1431 0.2331 1.6895 0.8 0.4 -0.2 0.312
H -1.3040 -1.4764 2.1033 0.6 -0.3 -0.1 0.323
H -2.1327 2.3026 -1.8087 0.4 0.7 -0.1 0.327
H 2.7621 -0.2348 1.1117 0.3 -0.2 0.2 0.244

---

4.
23
Properties=species:S:1:pos:R:3:forces:R:3:mulliken_charge:R:1 method="wB97M-V/def2-TZVPD" lumo_ev=-3.05 relative_energy_ev=2.8098 total_charge=+1 multiplicity=1 homo_energy_ha=-0.50321
O 2.5347 -0.1943 0.4239 1.6 -1.3 -1.0 -0.501
O -2.2953 -1.7525 -0.5917 1.0 0.8 -1.3 -0.654
O 1.6881 -0.9617 -2.6617 -2.9 3.9 -1.4 -0.684
N -2.1626 0.7105 0.8876 -3.1 1.1 3.0 -0.473
N 0.0235 -0.4246 -0.6149 2.4 1.1 -2.8 -0.188
C 0.1167 0.1403 0.7366 2.5 5.2 -1.3 0.117
C -0.9128 1.3544 0.9275 3.9 -2.1 1.2 -0.964
C 1.6847 0.7338 0.9183 -3.4 0.9 -2.0 -0.854
H 1.7983 0.0586 -2.7361 0.6 -2.9 -0.1 0.383
H -0.4530 1.8830 1.7814 -1.3 -0.5 0.8 0.365
H -0.3010 -1.3914 -0.7658 -0.3 0.4 0.4 0.397
H 1.0222 -0.3646 -1.0851 -1.8 -1.0 1.1 0.225
H 1.7800 1.6386 0.2235 -0.1 -0.9 1.2 0.342
H 0.1137 -0.6277 1.4199 -1.0 -1.6 1.8 0.275
H 2.4158 -1.3728 -2.2931 2.9 -0.8 1.0 0.332
H -2.7132 0.9280 1.8206 1.0 -0.6 -2.7 0.278
H -0.4720 0.1666 -1.3239 -0.2 -0.7 1.2 0.413
H 1.8457 0.9845 1.9438 0.0 0.3 0.7 0.482
H -2.6190 1.1709 0.1145 -1.1 -0.3 0.2 0.267
H -2.2142 -1.2750 0.2419 -0.8 -0.4 0.5 0.377
H -0.8397 2.1836 0.2622 0.4 0.1 -1.6 0.418
H 2.6237 -0.9644 0.9903 0.1 0.0 0.3 0.342
H -2.6642 -2.6239 -0.6197 -0.4 -0.5 0.8 0.304

---

5.
25
Properties=species:S:1:pos:R:3:forces:R:3:mulliken_charge:R:1 method="wB97M-V/def2-TZVPD" lumo_ev=-3.36 relative_energy_ev=0.9078 total_charge=+1 multiplicity=1 homo_energy_ha=-0.46535
O 0.7920 0.6954 -0.4775 -0.7 0.5 -0.3 -0.597
N 3.2620 1.1886 -0.5439 0.1 0.6 0.2 -0.376
N -1.2715 -0.1903 0.5708 -0.6 -0.1 0.8 -0.037
N 0.5268 -1.5781 -0.6193 0.1 -0.4 0.0 -0.336
N 2.5019 0.6946 1.4509 0.2 0.5 0.1 -0.323
N -0.6767 -0.1385 -1.9855 -0.2 -0.1 -0.5 -0.489
N 2.5912 0.3831 0.2021 1.1 -0.8 0.2 0.382
C 0.0948 -0.2954 -0.8648 0.6 0.3 -0.2 0.503
C -2.0696 1.0236 0.4537 0.0 0.2 0.1 -0.963
C -2.0809 -1.3896 0.7428 -0.1 -0.1 0.1 -1.002
H -2.6021 1.2531 1.3809 0.0 0.0 -0.1 0.364
H 3.3150 0.9528 -1.5241 -0.1 -0.2 0.1 0.270
H -1.3288 -0.8741 -2.2057 -0.1 0.0 0.0 0.227
H -0.6555 -0.0949 1.3757 0.0 0.0 -0.2 0.227
H -1.0253 0.7930 -2.1418 0.0 0.0 0.0 0.289
H 1.4512 -1.6619 -0.2317 0.0 0.0 -0.1 0.225
H 2.5828 1.6556 1.7756 0.0 -0.1 -0.1 0.244
H 2.0259 0.0355 2.0461 0.0 0.0 -0.2 0.252
H 3.3588 2.1762 -0.3071 -0.1 -0.2 0.0 0.253
H -1.4239 -2.2589 0.7528 -0.1 0.0 0.0 0.339
H -2.8065 0.8975 -0.3391 0.0 0.0 0.0 0.338
H -1.4060 1.8535 0.2061 -0.1 0.0 0.0 0.286
H -2.7802 -1.4754 -0.0891 0.0 0.0 0.0 0.358
H 0.2826 -2.2783 -1.2984 0.1 -0.1 0.0 0.205
H -2.6578 -1.3672 1.6705 -0.1 0.0 0.0 0.361

---

6.
22
Properties=species:S:1:pos:R:3:forces:R:3:mulliken_charge:R:1 method="wB97M-V/def2-TZVPD" lumo_ev=0.26 relative_energy_ev=2.2969 total_charge=0 multiplicity=1 homo_energy_ha=-0.33923 smiles=CCNC.O.O.O
O 1.4983 -3.6673 3.3843 1.3 -0.7 -4.3 -0.659
O -1.3266 1.6967 -2.8923 0.0 -0.2 -0.9 -0.625
O -1.6436 -0.7716 -1.2815 1.5 -3.4 1.9 -0.712
N 0.5431 0.5167 -0.4076 0.9 1.1 0.0 -0.264
C 0.1547 1.0314 0.9004 -0.8 -0.5 0.0 -0.239
C 1.5509 -0.5604 -0.3327 -2.1 -0.1 -3.0 -0.938
C -0.6539 2.3549 0.8359 0.2 -0.9 3.1 -1.300
H -0.2784 0.1046 1.3560 -0.8 1.1 0.0 0.229
H -0.9649 2.6251 1.9196 0.1 -0.5 -1.8 0.299
H 2.4680 -0.2588 0.1245 0.9 0.0 0.0 0.327
H 1.9073 -4.0069 2.4280 -1.6 1.2 3.9 0.336
H -1.5502 1.5205 -3.8326 0.2 0.1 1.1 0.305
H 0.0071 3.1371 0.6000 1.3 1.0 -0.4 0.392
H -1.8744 -1.6990 -0.9044 -0.1 2.3 -1.3 0.302
H 0.7378 1.2722 -1.1178 0.0 -1.3 1.2 0.264
H 0.9496 1.2225 1.6269 0.8 0.2 -0.4 0.287
H 1.5521 -0.8272 -1.4756 1.1 -0.1 2.2 0.333
H -0.6653 -0.7574 -0.9557 -2.0 1.2 -0.8 0.323
H 1.1251 -1.4420 0.2014 0.2 0.6 -0.2 0.256
H -1.4354 2.4978 0.1384 -1.2 -0.7 -0.6 0.383
H -1.3499 0.8325 -2.4501 -0.2 0.1 -0.1 0.375
H 1.0348 -2.8559 3.0883 0.3 -0.6 0.4 0.327

---

7.
22
Properties=species:S:1:pos:R:3:forces:R:3:mulliken_charge:R:1 method="wB97M-V/def2-TZVPD" lumo_ev=-5.16 relative_energy_ev=8.2715 total_charge=0 multiplicity=1 homo_energy_ha=-0.32604
O 1.4595 0.8761 2.1966 -0.2 -0.5 0.5 -0.816
O -0.8237 1.2576 0.9442 -0.8 -1.3 -0.8 -0.675
O 1.6343 -1.2292 0.7405 -0.8 0.2 0.2 -0.700
N -0.9538 -0.9203 -0.6507 -2.6 -1.3 -1.4 -0.275
C 1.9276 2.0710 -0.3970 -1.8 -0.9 0.3 -0.832
C -1.1894 -2.3441 -0.6176 2.6 -1.1 1.6 -0.830
C -2.1103 -0.2914 -1.3141 1.1 0.5 -0.9 -0.898
H -1.2221 -2.8300 -1.6190 -0.1 0.6 0.3 0.352
H 1.6627 -0.4881 1.4567 0.2 -0.1 -0.5 0.429
H 2.1961 1.2338 0.2488 0.0 0.0 -0.6 0.146
H 0.8355 -0.9909 0.2344 0.8 0.0 0.3 0.500
H 1.6312 0.8075 3.1501 -0.2 0.1 -0.3 0.192
H -2.0960 -2.6530 -0.0842 -0.4 0.4 -0.2 0.358
H -1.8706 0.7766 -1.4086 -0.3 -0.3 -0.2 0.327
H 2.3609 2.0166 -1.3641 0.4 -0.2 -0.9 0.329
H 2.2976 2.9165 0.1062 0.3 1.4 0.6 0.315
H -2.3431 -0.7470 -2.3569 0.4 0.5 1.7 0.321
H -0.8314 0.4059 0.3964 0.6 1.6 1.1 0.451
H -0.0164 1.2159 1.5152 0.4 -0.2 0.2 0.482
H -0.3378 -2.8404 -0.0316 -1.0 0.7 -0.9 0.297
H -3.0106 -0.3711 -0.6828 0.1 -0.3 -0.1 0.395
H 0.7999 2.1278 -0.4625 1.4 0.0 0.0 0.131

---

8.
22
Properties=species:S:1:pos:R:3:forces:R:3:mulliken_charge:R:1 method="wB97M-V/def2-TZVPD" lumo_ev=0.58 relative_energy_ev=1.7474 total_charge=0 multiplicity=1 homo_energy_ha=-0.34363 smiles=CN(C)C.O.O.O
O 3.2693 -1.2492 3.3196 -0.3 0.6 -0.2 -0.630
O -0.5636 -0.7038 1.9391 0.8 0.8 0.4 -0.695
O -3.4359 -0.5799 0.9122 -0.4 -0.5 0.0 -0.632
N -0.0823 0.3977 -0.7768 0.2 1.0 -0.2 -0.060
C -0.4550 -0.5832 -1.7794 1.4 -2.0 0.8 -1.205
C -0.3933 1.7353 -1.3107 0.2 -0.5 -1.5 -1.084
C 1.4129 0.2920 -0.4715 -2.6 0.8 -0.1 -0.682
H 1.7936 1.3015 -0.6233 0.5 -0.2 0.3 0.358
H 0.2592 -0.5935 -2.6351 -0.8 0.5 -0.2 0.394
H 0.0409 2.5684 -0.7655 -0.5 -0.1 0.6 0.356
H 3.7756 -0.5841 2.8494 0.7 -0.1 -0.1 0.310
H 1.8331 -0.3818 -1.2009 0.6 -0.4 0.2 0.322
H -1.4617 1.8329 -1.5688 0.3 0.1 0.8 0.270
H 1.4034 -0.0212 0.5758 1.1 -0.2 -0.3 0.146
H 0.0688 1.8256 -2.3103 0.2 0.0 0.0 0.405
H -0.4279 -0.3390 1.0476 -0.5 -0.1 -0.2 0.473
H -3.7649 -0.6343 0.0030 0.4 0.4 0.4 0.302
H -1.1620 -1.4354 1.8742 -0.5 -0.5 -0.3 0.319
H -1.5140 -0.6253 -2.0425 0.2 0.4 -0.1 0.308
H 2.4189 -0.7978 3.2780 -0.5 -0.5 0.3 0.312
H -0.2016 -1.5693 -1.3247 -0.5 0.3 -0.2 0.390
H -2.8136 0.1445 1.0106 0.1 0.1 -0.3 0.322

---

9.
23
Properties=species:S:1:pos:R:3:forces:R:3:mulliken_charge:R:1 method="wB97M-V/def2-TZVPD" lumo_ev=0.40 relative_energy_ev=1.5379 total_charge=0 multiplicity=1 homo_energy_ha=-0.26355 smiles="C=CNC.O.O.O.O"
O 2.1373 -1.9731 -1.7190 0.2 -0.7 -0.1 -0.630
O 1.2704 1.2910 4.0907 -0.1 -0.3 -0.4 -0.626
O 0.6828 -1.1044 1.8346 0.3 -0.2 0.1 -0.637
O 0.7330 -0.2478 -3.5263 0.3 -0.2 0.5 -0.663
N -1.3594 0.3174 0.0826 -1.0 -0.4 0.1 -0.078
C -0.3941 2.0908 -1.2487 0.2 -0.3 0.5 -0.850
C -1.3546 1.2001 -0.9498 -0.1 1.0 0.1 0.107
C -2.4815 -0.5925 0.3444 1.5 0.0 -0.8 -0.816
H -2.1778 -1.5944 0.0175 -0.2 -0.2 0.3 0.272
H -2.3044 1.2909 -1.4684 0.0 -0.4 -0.2 0.207
H 1.6816 -2.4683 -2.4139 -0.3 0.4 0.0 0.341
H 0.4584 2.1756 -0.5804 0.2 -0.1 -0.3 0.240
H -0.5549 0.1617 0.6586 0.4 0.1 0.0 0.142
H 1.0885 -0.9226 2.6910 -0.2 0.3 0.0 0.314
H -0.4641 2.7859 -2.0681 -0.2 0.0 0.0 0.250
H 0.9971 1.0017 4.9635 0.1 0.2 0.2 0.317
H 1.9657 1.9453 4.1936 0.0 0.0 0.2 0.316
H -3.3129 -0.3282 -0.3037 -0.3 0.3 0.4 0.307
H 1.6004 -0.2306 -3.0976 0.1 0.0 -0.4 0.326
H 1.4230 -1.4307 1.3092 -0.2 0.0 -0.2 0.282
H 0.1942 -0.1824 -2.7282 -0.5 0.3 -0.2 0.345
H 2.8450 -2.5909 -1.4943 0.1 0.3 0.2 0.291
H -2.6737 -0.5943 1.4127 -0.5 0.0 -0.1 0.245

---

10.
24
Properties=species:S:1:pos:R:3:forces:R:3:mulliken_charge:R:1 method="wB97M-V/def2-TZVPD" lumo_ev=0.89 relative_energy_ev=0.1038 total_charge=0 multiplicity=1 homo_energy_ha=-0.32762 smiles=CCNCN.O.O.O
O 1.8357 1.1100 -1.5344 -0.1 -0.1 0.0 -0.676
O -1.5649 -1.7547 -1.1862 0.3 0.2 -0.2 -0.686
O 1.3939 -1.5621 -1.6108 0.0 -0.8 0.0 -0.782
N -0.2134 0.2091 0.5594 -0.4 -0.1 -0.2 0.121
N 0.7901 -1.8481 1.1871 0.1 0.7 0.3 -0.465
C 0.4761 -0.4679 1.6176 0.0 -0.8 -0.1 -0.862
C -0.8249 1.4611 0.9614 0.3 0.3 0.0 -0.447
C -1.5091 2.1473 -0.1998 -0.3 0.0 -0.3 -1.210
H -0.0539 -2.4002 1.2797 0.2 -0.3 0.0 0.218
H -2.2767 -1.4022 -1.7283 0.0 0.0 0.0 0.301
H 1.5173 -2.1916 1.7995 -0.2 -0.4 0.1 0.234
H -0.1931 -0.4715 2.4817 -0.1 0.1 0.1 0.347
H -1.0465 -0.9739 -0.8998 -0.5 -0.3 0.4 0.390
H 0.3477 0.2951 -0.2808 0.3 0.4 0.4 0.151
H 0.5437 -1.9697 -1.8386 0.0 0.2 -0.2 0.309
H 1.7220 0.1398 -1.6535 0.2 0.3 -0.1 0.411
H -2.2995 1.5285 -0.6337 0.1 -0.1 0.0 0.264
H -0.0785 2.1576 1.3736 0.0 0.0 0.1 0.307
H -0.7920 2.3878 -0.9860 0.0 0.0 0.0 0.269
H -1.5350 1.2600 1.7682 0.0 -0.1 0.0 0.367
H 2.7461 1.3060 -1.7721 -0.1 0.0 0.0 0.298
H 1.5946 -2.0161 -0.7686 -0.2 0.5 0.0 0.369
H 1.4181 -0.0171 1.9575 0.0 0.2 -0.2 0.380
H -1.9978 3.0730 0.1070 0.2 0.0 0.1 0.391

---

11.
24
Properties=species:S:1:pos:R:3:forces:R:3:mulliken_charge:R:1 method="wB97M-V/def2-TZVPD" lumo_ev=0.51 relative_energy_ev=0.8165 total_charge=0 multiplicity=1 homo_energy_ha=-0.34224 smiles=CCNCN.O.O.O
O -1.9804 -0.8369 -0.8017 0.1 0.1 -0.3 -0.665
O -1.1481 1.6387 -2.0830 0.0 -0.1 0.3 -0.649
O 0.6189 -1.3712 -2.4064 0.3 -0.6 -0.3 -0.650
N 0.6188 -0.5969 0.9060 -0.5 -0.3 -1.0 -0.117
N -1.2416 -0.4427 2.4399 -0.2 0.1 0.0 -0.600
C 1.8661 1.4705 0.2272 -0.4 0.5 -0.3 -1.198
C 1.8286 -0.0354 0.3322 1.5 -0.3 -0.5 -0.333
C 0.0612 0.0762 2.0581 0.2 -0.6 0.2 -0.609
H 1.0124 1.8266 -0.3629 -0.1 0.0 0.3 0.192
H 1.9891 -0.4562 -0.6601 -0.3 0.0 -0.1 0.351
H 0.6784 -0.5608 -2.9196 -0.2 0.2 0.4 0.329
H -1.4212 0.7590 -1.7712 0.0 -0.1 -0.1 0.367
H 2.7379 -0.4028 0.8272 0.0 0.2 0.6 0.318
H 0.7277 -0.0388 2.9163 0.1 0.3 0.2 0.297
H 0.7889 -1.5849 1.0624 -0.2 0.1 0.3 0.186
H -1.3276 2.1983 -1.3191 0.0 0.1 -0.2 0.281
H -1.4316 -1.3657 2.0739 0.1 0.0 0.1 0.288
H -2.0029 0.1751 2.1990 0.0 0.0 -0.1 0.270
H 1.8795 1.9407 1.2077 -0.1 0.1 0.0 0.353
H 2.7251 1.8745 -0.3150 0.2 -0.5 0.1 0.385
H -1.5985 -0.7218 0.0789 -0.1 -0.1 0.0 0.306
H -0.0169 1.1182 1.7782 -0.1 0.2 0.3 0.377
H 0.4388 -1.1650 -1.4837 -0.3 0.4 -0.2 0.274
H -2.9173 -1.0362 -0.7401 0.0 0.0 0.3 0.248

---

12.
25
Properties=species:S:1:pos:R:3:forces:R:3:mulliken_charge:R:1 method="wB97M-V/def2-TZVPD" lumo_ev="3.02 / 3.32" relative_energy_ev=0.0000 s_squared=0.751 total_charge=-1 multiplicity=2 homo_energy_ha="0.04632 / -0.20554"
O 2.2513 0.9629 0.6396 -0.3 0.2 0.1 -0.586
O 1.9228 1.5596 -2.2593 -0.4 -0.3 0.1 -0.675
O -0.7178 0.0933 -2.0438 -0.4 0.2 -1.0 -0.574
O 0.6421 -2.3632 -2.2025 -1.9 -1.8 0.0 -0.801
N -0.8988 -0.3699 0.7745 -0.7 0.8 1.1 1.463
N 0.5194 -2.1629 0.7603 -0.5 0.1 -1.3 -0.107
C -1.6386 0.6655 1.5163 -0.1 0.5 -0.9 -1.340
C -0.8602 1.9830 1.6648 0.4 1.8 -0.7 -1.017
C -0.3467 -1.4361 1.3915 0.9 -0.1 1.5 -1.621
H 0.8768 -2.3278 -1.2594 0.2 0.4 0.8 0.358
H -0.2663 -0.7625 -2.1030 0.4 -0.6 0.0 0.350
H -0.0952 -3.0631 -2.1236 1.6 1.6 -0.5 0.363
H 1.4281 1.0109 -2.8713 0.1 0.0 -0.7 0.333
H 1.3684 1.3601 -1.4930 0.4 0.5 0.5 0.340
H -0.5374 -1.4831 2.5340 0.0 -0.2 -1.8 -0.095
H 0.0249 2.1797 1.0341 0.2 -1.3 0.3 0.303
H -2.5602 0.9574 1.0094 0.1 -0.4 -0.7 0.273
H 0.7995 -3.0460 1.1425 -0.1 0.1 1.0 0.352
H 1.3466 0.6061 0.6052 0.4 -0.2 0.2 0.169
H 2.8033 0.3679 0.1236 -0.2 -0.1 0.0 0.288
H -2.1013 0.2662 2.4271 0.9 -0.1 0.3 0.486
H -1.3603 2.8782 1.2331 -0.9 -0.6 0.6 0.295
H -1.1518 0.1316 -2.9187 0.1 0.3 0.6 0.161
H -0.5645 2.3025 2.6572 0.0 -0.4 0.4 0.462
H -0.8841 -0.3103 -0.2386 -0.1 0.0 0.2 -0.178